Entry 1:
ORCA calculation (the ωB97M-V functional and the def2-TZVPD basis) on an isolated molecule of C5H11NO in a non-equilibrium geometry.

Its energy above the lowest of the compared OMol25 structures with the same formula, charge and spin is 64.1 kcal/mol. As for the HOMO-LUMO gap: 9.79 eV. As for the max |F|: 4.66 eV/Å. Its total energy is -327.02917 Eh. As for the SMILES: CCC(=O)N(C)C.

The geometry in ORCA input format:
```
! wB97M-V def2-TZVPD RIJCOSX def2/J DEFGRID3
* xyz 0 1
C -0.3910 1.9470 0.4243
C 0.8504 1.6104 -0.3257
C 0.6347 0.1710 -0.9866
O 1.1033 -0.0917 -2.1464
N 0.1350 -0.8340 -0.2360
C -0.8032 -1.7352 -0.8531
C 0.2603 -1.1223 1.1873
H -1.0076 1.1261 0.7848
H -0.0599 2.4744 1.3421
H -1.1028 2.6592 -0.0558
H 1.6600 1.4901 0.3282
H 1.2513 2.0693 -1.2191
H -1.9407 -1.4229 -0.9926
H -0.6110 -2.0746 -2.0260
H -0.9369 -2.6423 -0.1199
H -0.7602 -1.0773 1.8241
H 0.6649 -2.1078 1.4736
H 1.0534 -0.4394 1.5968
*
```

Atomic partial charges in e from the Mulliken method, atoms 1 to 8:
1. C -0.8774
2. C -0.6067
3. C 0.5888
4. O -0.6589
5. N 0.1555
6. C -0.9246
7. C -0.9877
8. H 0.2645

Entry 2:
ORCA calculation (the ωB97M-V functional and the def2-TZVPD basis) on an isolated molecule of C5H11NO.

Its energy above the lowest of the compared OMol25 structures with the same formula, charge and spin is 75.3 kcal/mol. As for the HOMO-LUMO gap: 10.24 eV. As for the max |F|: 0.32 eV/Å. Its total energy is -327.01141 Eh. As for the SMILES: CC(C)N1O[C@@H]1C.

The geometry in ORCA input format:
```
! wB97M-V def2-TZVPD RIJCOSX def2/J DEFGRID3
* xyz 0 1
C 0.3311 -0.1634 -1.5798
C 0.0405 -1.0721 -0.3875
C 1.3188 -1.4383 0.3679
N -1.0431 -0.6795 0.5425
O -2.0528 0.1467 -0.1504
C -1.3406 0.6531 0.9404
C -0.4491 1.8607 0.8169
H 1.0221 0.6484 -1.3290
H 0.7942 -0.7622 -2.3708
H -0.5970 0.2624 -1.9659
H -0.3691 -2.0078 -0.7856
H 1.1215 -2.0776 1.2336
H 1.9745 -1.9926 -0.3149
H 1.8728 -0.5520 0.7005
H -1.9435 0.6634 1.8519
H 0.4478 1.7071 1.4278
H -0.1547 2.0673 -0.2118
H -0.9734 2.7361 1.2142
*
```

Atomic partial charges in e from the Mulliken method, atoms 1 to 8:
1. C -1.4607
2. C 0.6299
3. C -1.3862
4. N -0.2718
5. O -0.4420
6. C 0.2940
7. C -1.0894
8. H 0.2846

Entry 3:
ORCA calculation (the ωB97M-V functional and the def2-TZVPD basis) on a cluster of 2 separate species, C5H11NO in total in a non-equilibrium geometry.

Its energy above the lowest of the compared OMol25 structures with the same formula, charge and spin is 47.8 kcal/mol. As for the HOMO-LUMO gap: 10.61 eV. As for the max |F|: 3.01 eV/Å. Its total energy is -327.05524 Eh. As for the SMILES: [H]/N=C(\O)CC.C=C.

The geometry in ORCA input format:
```
! wB97M-V def2-TZVPD RIJCOSX def2/J DEFGRID3
* xyz 0 1
H 1.9555 -1.7175 -0.1490
N 0.9798 -1.5954 -0.4032
C 0.6509 -0.4026 -0.6191
O 1.6297 0.6139 -0.8093
C -0.7193 -0.0428 -1.1283
C -1.7179 -1.1865 -1.0100
H 1.3044 1.3443 -1.3532
H -1.0661 0.8179 -0.5586
H -0.6310 0.2754 -2.1714
H -1.4457 -1.9798 -1.7147
H -1.6923 -1.6206 -0.0018
H -2.7144 -0.8520 -1.2418
C 0.8950 1.6104 1.6725
C 0.2571 0.4767 1.9763
H 0.3685 2.5146 1.4111
H 1.9733 1.6805 1.6999
H 0.7906 -0.3892 2.3337
H -0.8181 0.4526 2.0668
*
```

Atomic partial charges in e from the Mulliken method, atoms 1 to 8:
1. H 0.3045
2. N -0.6166
3. C 0.4540
4. O -0.5299
5. C -0.3984
6. C -1.2926
7. H 0.3279
8. H 0.3331

Entry 4:
ORCA calculation (the ωB97M-V functional and the def2-TZVPD basis) on an isolated molecule of C5H11NO in a non-equilibrium geometry.

Its energy above the lowest of the compared OMol25 structures with the same formula, charge and spin is 63.7 kcal/mol. As for the HOMO-LUMO gap: 8.61 eV. As for the max |F|: 1.82 eV/Å. Its total energy is -327.02986 Eh. As for the SMILES: N/C=C/CCCO.

The geometry in ORCA input format:
```
! wB97M-V def2-TZVPD RIJCOSX def2/J DEFGRID3
* xyz 0 1
N -1.4771 -2.3452 1.5983
C -0.4659 -1.4219 1.4397
C 0.2754 -1.4024 0.3011
C 0.9626 -0.1371 -0.1303
C 0.3783 0.4838 -1.4135
C -0.2783 1.8103 -1.1387
O 0.6146 2.7092 -0.4822
H -1.6597 -2.8671 0.7544
H -1.5789 -2.8021 2.4917
H -0.0531 -1.0611 2.3803
H 0.5870 -2.3570 -0.1072
H 1.9988 -0.4185 -0.3461
H 0.8925 0.5352 0.7244
H 1.1442 0.6765 -2.1761
H -0.1788 -0.3111 -1.9184
H -1.1525 1.7205 -0.4907
H -0.6733 2.3405 -2.0099
H 1.1634 3.1342 -1.1485
*
```

Atomic partial charges in e from the Mulliken method, atoms 1 to 8:
1. N -0.4306
2. C -0.1782
3. C -0.6629
4. C -0.4652
5. C -0.4737
6. C -0.7105
7. O -0.5283
8. H 0.2213

Entry 5:
ORCA calculation (the ωB97M-V functional and the def2-TZVPD basis) on an isolated molecule of C5H11NO in a non-equilibrium geometry.

Its energy above the lowest of the compared OMol25 structures with the same formula, charge and spin is 47.8 kcal/mol. As for the HOMO-LUMO gap: 10.45 eV. As for the max |F|: 4.16 eV/Å. Its total energy is -327.05512 Eh. As for the SMILES: CNC(=O)C(C)C.

The geometry in ORCA input format:
```
! wB97M-V def2-TZVPD RIJCOSX def2/J DEFGRID3
* xyz 0 1
C -0.2995 2.2887 1.7915
N -0.4412 1.0559 0.9726
C 0.4013 0.6280 0.0264
O 1.4322 1.0512 -0.4382
C -0.2629 -0.8400 -0.4860
C -0.3137 -0.7573 -1.9958
C 0.6988 -1.8711 0.0826
H -0.3257 2.0730 2.8664
H -1.0776 3.0298 1.5766
H 0.6721 2.7655 1.5810
H -1.0306 0.2224 0.6363
H -1.2937 -1.1826 -0.1603
H 0.6460 -0.3588 -2.3285
H -1.1061 -0.0755 -2.3325
H -0.4832 -1.7346 -2.4560
H 0.5074 -2.8785 -0.2989
H 1.7095 -1.5675 -0.1959
H 0.6369 -1.9015 1.1790
*
```

Atomic partial charges in e from the Mulliken method, atoms 1 to 8:
1. C -0.8726
2. N -0.1825
3. C 0.1989
4. O -0.6035
5. C 0.4935
6. C -1.4671
7. C -1.4626
8. H 0.2969

Entry 6:
ORCA calculation (the ωB97M-V functional and the def2-TZVPD basis) on an isolated molecule of C5H11NO in a non-equilibrium geometry.

Its energy above the lowest of the compared OMol25 structures with the same formula, charge and spin is 37.2 kcal/mol. As for the HOMO-LUMO gap: 10.54 eV. As for the max |F|: 7.07 eV/Å. Its total energy is -327.07212 Eh. As for the SMILES: CCCCC(N)=O.

The geometry in ORCA input format:
```
! wB97M-V def2-TZVPD RIJCOSX def2/J DEFGRID3
* xyz 0 1
C 1.9544 -1.9599 0.2890
C 0.5419 -1.4761 -0.0524
C 0.6754 -0.3021 -1.2115
C -0.4161 0.7336 -1.0859
C -0.7937 1.1216 0.2828
N -1.7494 0.4213 0.9489
O -0.3759 2.0565 0.8990
H 1.8701 -2.1465 1.3892
H 2.7368 -1.2558 0.1428
H 2.1466 -2.8445 -0.2790
H 0.0688 -2.3087 -0.6044
H -0.0070 -1.2047 0.7352
H 1.6344 0.1528 -1.2046
H 0.8195 -0.8466 -2.2645
H -0.1357 1.5817 -1.6808
H -1.3056 0.4016 -1.5351
H -2.2705 0.8629 1.6124
H -2.0761 -0.4963 0.5226
*
```

Atomic partial charges in e from the Mulliken method, atoms 1 to 8:
1. C -1.1596
2. C -0.4871
3. C -0.6894
4. C -0.7400
5. C 0.4886
6. N -0.3789
7. O -0.6351
8. H 0.2995